Formula: C6H33NO12
Source: OMol25
Level of theory: wB97M-V/def2-TZVPD

Each line ends with the Löwdin charge.
Cartesian coordinates (Å):
1 H 1.36 0.85 -0.80  0.06
2 O -0.73 1.21 -2.48  -0.06
3 H -2.41 -3.91 0.75  0.01
4 H 3.00 -1.43 -2.24  0.05
5 H -2.83 0.66 -0.70  0.03
6 H 2.08 -3.06 2.45  0.12
7 H -3.85 -1.71 0.87  0.03
8 H 1.70 2.97 -2.13  0.03
9 H -1.18 -1.05 2.65  0.05
10 H 1.85 -0.64 -1.65  -0.02
11 H 0.99 1.39 0.92  0.06
12 C 1.92 -1.15 1.40  -0.24
13 H -0.30 0.94 -0.15  0.08
14 O -0.90 -0.21 3.02  -0.03
15 H -0.92 -2.23 -1.95  0.04
16 O -3.69 -2.42 0.24  -0.07
17 H -4.08 0.95 0.15  0.05
18 H 1.08 3.18 2.07  0.01
19 O -1.74 -1.73 -2.07  -0.05
20 O -0.05 3.45 -0.86  -0.10
21 O -3.36 0.32 0.03  -0.04
22 H 3.92 -0.59 0.80  0.08
23 O 2.32 3.06 -1.42  -0.05
24 H -0.50 2.08 -2.10  0.02
25 C 0.87 -0.70 0.52  -0.26
26 O 2.06 -1.28 -2.32  -0.03
27 H 0.10 -3.68 1.12  0.12
28 H 0.34 3.36 0.05  0.00
29 C 3.19 -0.38 1.59  -0.04
30 O 0.74 1.85 3.23  -0.05
31 H 0.47 2.23 4.06  0.06
32 C 1.49 -2.35 1.88  -0.07
33 H -2.05 -4.24 -0.68  0.02
34 N 0.33 -2.71 1.26  0.03
35 H 3.59 -0.53 2.59  0.08
36 H -2.23 0.62 -4.29  0.03
37 H -1.59 0.36 2.64  0.07
38 H -1.14 -1.39 0.32  0.10
39 H 0.47 0.93 3.12  0.02
40 C 0.73 0.75 0.08  -0.05
41 C -0.10 -1.66 0.48  -0.12
42 H 0.62 3.91 -1.38  0.04
43 O 1.29 3.84 1.39  -0.05
44 O -1.86 -4.50 0.22  -0.06
45 H 3.05 0.71 1.50  0.07
46 H 2.02 2.44 -0.74  0.00
47 O -1.60 0.10 -4.81  -0.07
48 H -3.83 -1.94 -0.58  0.03
49 H -0.85 0.12 -4.20  0.00
50 H -1.76 -1.63 -3.03  0.04
51 H 2.11 4.32 1.35  0.07
52 H -0.18 0.52 -2.14  0.00

Calculated values
E_LUMO ... 0.03 eV
Energy above the lowest of the compared OMol25 structures with the same formula, charge and spin ... 66.81 kcal per mole
2S+1 ... 1

---

Formula: C6H34N2O9
Source: OMol25
Level of theory: wB97M-V/def2-TZVPD

Each line ends with the Löwdin charge.
Cartesian coordinates (Å):
1 H 2.73 0.87 2.15  0.11
2 H -2.73 -1.68 0.96  0.10
3 H -3.37 -2.68 -1.12  0.08
4 C 2.93 0.32 0.03  -0.09
5 H 1.10 -4.08 1.28  0.07
6 H -1.33 0.01 1.94  0.11
7 C -2.12 -1.42 0.08  -0.27
8 O -0.74 4.38 1.25  -0.07
9 H 2.19 3.17 -0.31  0.02
10 H 3.91 -0.34 1.80  0.10
11 H 0.07 -3.09 0.71  0.01
12 O 1.48 3.72 -0.65  -0.08
13 H 1.36 -1.33 -2.53  0.02
14 O -2.30 2.41 -2.43  -0.08
15 H -2.10 4.10 0.25  0.01
16 C -2.30 -2.50 -0.98  -0.08
17 C 0.67 -0.61 2.41  -0.22
18 H 1.72 -3.15 -0.94  0.02
19 H -0.11 0.68 0.85  0.11
20 H -0.69 5.32 1.48  0.07
21 H -3.53 3.48 0.42  0.05
22 H 0.60 1.23 -2.57  0.02
23 H 0.33 -0.89 -3.61  0.05
24 H -1.88 -1.92 3.59  0.04
25 H -0.58 2.31 -2.53  0.00
26 O 0.40 2.20 -2.55  -0.10
27 H -1.36 -2.52 2.30  -0.02
28 O 2.05 -2.86 -1.83  -0.07
29 O 0.79 -3.70 0.45  -0.07
30 H 0.30 -1.40 3.09  0.10
31 H 0.83 0.23 3.11  0.12
32 C -0.42 -0.22 1.37  -0.19
33 O -1.89 -2.74 3.08  -0.06
34 O -2.93 3.84 -0.23  -0.07
35 H -1.87 -2.16 -1.93  0.07
36 C 2.91 -0.01 1.52  -0.26
37 H -0.14 -1.17 -0.39  0.10
38 H -2.54 2.89 -1.60  0.01
39 H 1.80 -1.71 1.15  0.06
40 H 1.90 -3.63 -2.38  0.05
41 H 3.64 1.09 -0.25  0.07
42 H 1.94 0.61 -0.32  0.05
43 H -1.90 -3.46 -0.68  0.07
44 H 3.18 -0.54 -0.59  0.07
45 H -2.70 2.89 -3.16  0.06
46 N 1.96 -1.07 1.91  -0.06
47 O 0.88 -0.55 -2.90  -0.07
48 N -0.69 -1.35 0.45  -0.10
49 H 1.10 3.25 -1.44  0.00
50 H -2.53 -0.47 -0.28  0.11
51 H 0.01 4.24 0.61  0.04

Calculated values
E_LUMO ... 0.47 eV
Energy above the lowest of the compared OMol25 structures with the same formula, charge and spin ... 24.34 kcal per mole
2S+1 ... 1
SMILES ... CCNCCNCC.O.O.O.O.O.O.O.O.O

---

Formula: C6H36NO12
Source: OMol25
Level of theory: wB97M-V/def2-TZVPD

Each line ends with the Löwdin charge.
Cartesian coordinates (Å):
1 H 0.33 -0.30 1.43  0.07
2 H -2.84 2.14 1.36  0.02
3 H -2.85 -0.61 -0.46  -0.07
4 H 0.12 -1.03 -2.98  0.05
5 C 3.51 0.13 -1.40  -0.05
6 C 0.73 -2.37 -0.02  -0.34
7 O -1.61 1.44 2.44  -0.10
8 O -2.69 1.64 -3.02  -0.13
9 H -1.45 0.79 1.64  0.03
10 H 3.66 0.82 -0.49  0.08
11 H 0.74 -3.96 2.98  -0.02
12 O -2.01 -0.39 0.88  -0.28
13 H -0.99 -1.65 3.30  0.00
14 H 2.70 -1.69 0.50  0.13
15 H -0.45 -0.69 4.53  0.08
16 H 1.64 1.13 -2.26  0.10
17 C 1.03 0.42 -1.64  -0.23
18 H 2.29 3.83 -0.10  0.04
19 H 2.13 -1.45 -2.01  0.12
20 H 3.53 0.85 -2.20  0.04
21 H -0.98 -1.28 0.65  0.07
22 H -2.40 -0.95 1.57  0.05
23 H -0.77 0.50 -2.82  0.04
24 H 1.24 -3.22 0.40  0.08
25 H 0.62 1.00 -0.70  0.14
26 O -3.60 -0.51 -1.02  -0.05
27 N 1.36 -0.25 1.21  0.08
28 H -2.18 3.93 -1.33  0.03
29 O 2.87 3.17 0.34  -0.11
30 O -1.18 -1.02 3.96  -0.04
31 H -2.84 1.22 -2.16  -0.01
32 H -0.73 -0.82 -1.53  0.08
33 H 0.46 3.47 1.65  0.12
34 C 2.05 -0.61 -1.26  -0.31
35 O 0.91 -3.81 -2.91  -0.13
36 H 4.31 -0.57 -1.53  0.04
37 O 0.80 2.51 1.89  -0.11
38 H -1.51 0.81 3.07  -0.04
39 H -3.56 -0.96 -1.84  0.02
40 H 2.17 2.81 0.96  -0.01
41 O 1.53 -3.51 3.15  -0.08
42 O -1.75 4.03 -0.45  -0.11
43 H -3.80 1.56 0.32  0.08
44 H -1.72 2.05 -2.85  0.10
45 H 0.38 -2.56 -1.05  0.08
46 C -0.16 -0.26 -2.33  -0.07
47 C 1.74 -1.18 0.18  -0.33
48 H 1.88 -3.62 -2.67  0.07
49 H 0.56 -4.27 -2.08  0.07
50 H -2.41 3.52 0.07  -0.02
51 H -0.08 2.13 1.99  -0.02
52 H 1.53 -3.24 2.15  0.06
53 H 1.64 0.65 1.00  0.01
54 O -0.33 -2.24 0.76  -0.19
55 O -3.59 2.46 0.77  -0.12

Calculated values
E_LUMO ... 2.67 eV
Energy above the lowest of the compared OMol25 structures with the same formula, charge and spin ... 113.85 kcal per mole
2S+1 ... 1
Net charge ... -1

---

Formula: C6H37NO12
Source: OMol25
Level of theory: wB97M-V/def2-TZVPD

Each line ends with the Löwdin charge.
Cartesian coordinates (Å):
1 O -2.71 -1.33 -2.27  -0.06
2 C -2.04 -0.95 1.40  -0.24
3 O 0.78 -0.94 3.89  -0.05
4 H 0.64 2.18 0.22  0.06
5 C 0.60 -0.11 -2.16  -0.02
6 H -2.33 0.90 -3.80  0.02
7 C -0.39 2.04 -0.12  -0.03
8 H -3.12 -0.94 1.21  0.10
9 O 1.92 -3.26 0.33  -0.03
10 H 3.08 2.42 -0.46  0.01
11 H -0.52 -2.21 0.55  0.03
12 H 0.95 1.80 2.52  0.02
13 O 2.68 -1.08 2.12  -0.07
14 O -1.72 0.37 -4.36  -0.08
15 H 0.85 0.88 -2.54  0.09
16 H -2.72 1.49 0.67  0.03
17 H 3.12 3.18 0.82  0.01
18 H -1.44 0.26 -0.87  0.11
19 O 1.81 0.40 -0.21  -0.06
20 H -1.72 2.84 -2.41  0.03
21 H -1.82 -2.20 -0.46  0.04
22 H -2.23 -1.13 -3.10  0.02
23 H -1.95 -1.24 2.46  0.10
24 H 0.15 2.49 3.67  0.06
25 H 3.32 1.54 2.62  0.03
26 C 0.60 -0.21 -0.64  -0.37
27 H -3.91 0.88 -0.13  0.05
28 H 2.62 -1.84 1.52  0.02
29 H -0.27 2.51 -1.10  0.07
30 O -2.55 2.41 -2.63  -0.05
31 O 0.89 1.90 3.49  -0.05
32 O 3.77 1.29 1.81  -0.06
33 H 0.61 -1.27 -0.42  0.09
34 H -0.89 0.77 -4.09  0.02
35 O 3.15 3.33 -0.14  -0.07
36 O -3.40 1.68 -0.02  -0.06
37 N -1.25 0.26 1.20  -0.04
38 H 1.88 0.42 0.76  0.04
39 H 0.88 -0.20 4.50  0.05
40 H 3.78 0.33 1.71  0.02
41 H 1.40 -0.77 -2.51  0.09
42 H 2.45 -1.31 3.03  0.04
43 H 0.52 -3.82 -2.15  0.03
44 H 1.25 -3.90 0.58  0.06
45 H 0.09 -1.58 4.02  0.05
46 C -1.60 -2.21 0.62  -0.09
47 H 2.65 -3.79 0.00  0.07
48 H -3.62 -1.38 -2.57  0.05
49 H -2.95 2.11 -1.79  0.01
50 H -0.95 -3.68 -1.66  0.01
51 H -0.33 -0.44 -2.61  0.05
52 H -1.99 -3.08 1.14  0.08
53 C -0.68 0.51 -0.13  -0.31
54 H -0.57 0.36 1.95  0.09
55 O -0.40 -3.81 -2.43  -0.05
56 H -1.09 2.61 0.47  0.08

Calculated values
E_LUMO ... -0.23 eV
Energy above the lowest of the compared OMol25 structures with the same formula, charge and spin ... 56.81 kcal per mole
2S+1 ... 1
SMILES ... CCN[C@@H](C)[C@@H](C)O.O.O.O.O.O.O.O.O.O.O.O

---

Formula: C6H37NO13
Source: OMol25
Level of theory: wB97M-V/def2-TZVPD

Each line ends with the Löwdin charge.
Cartesian coordinates (Å):
1 O -2.91 0.63 1.74  -0.04
2 O 3.01 2.33 -0.54  -0.04
3 H -1.33 -2.19 -1.49  0.02
4 H -1.89 3.73 2.05  0.07
5 O -1.89 -2.18 -2.28  -0.07
6 O 3.78 -1.53 1.06  -0.05
7 H -3.94 -2.47 -0.25  0.05
8 H 1.73 -2.49 0.28  0.06
9 C -0.92 3.71 1.53  -0.10
10 H 0.54 -0.99 1.62  0.07
11 H 0.40 -2.37 -4.44  0.06
12 C -0.67 2.49 0.70  -0.14
13 H -1.22 2.50 -0.24  0.09
14 H 3.59 0.60 -1.26  0.00
15 O -2.33 0.15 -0.94  -0.07
16 H -0.78 2.27 -3.62  0.05
17 O 2.21 -1.36 2.79  -0.10
18 H -2.61 0.31 -0.03  0.01
19 H 1.22 -1.97 -1.25  0.07
20 H -2.07 0.36 2.15  0.03
21 O -0.79 1.84 -2.76  -0.06
22 H 0.22 0.55 -1.02  0.08
23 H 3.67 -2.39 0.67  0.07
24 C 0.84 -2.06 -0.24  -0.09
25 C 0.54 -0.83 0.54  -0.15
26 H 1.88 1.09 -4.07  0.08
27 O 3.33 -0.19 -1.75  -0.08
28 H -0.99 -1.92 -3.80  0.02
29 H 0.61 1.41 2.93  0.06
30 C 0.36 0.39 0.04  -0.07
31 H -3.36 -1.50 2.39  0.02
32 H 1.97 1.17 2.10  0.08
33 H 2.71 -0.90 2.08  0.00
34 H -2.28 -1.30 -2.07  0.03
35 H 0.55 -0.62 3.44  0.04
36 H 0.06 1.35 -2.76  0.01
37 H 2.59 -2.24 2.64  0.06
38 O 1.41 0.37 -3.65  -0.07
39 N 1.09 1.68 2.08  0.08
40 H -0.18 3.83 2.33  0.07
41 H -2.92 1.58 1.71  0.05
42 H 0.70 -0.16 -4.07  0.03
43 H -1.06 -0.37 3.71  0.06
44 O -0.22 -1.64 -4.33  -0.06
45 O -2.54 -1.94 2.66  -0.06
46 H 3.74 -0.93 0.30  0.05
47 H -0.91 4.52 0.81  0.07
48 H 2.54 -0.05 -2.30  -0.01
49 H -3.72 -1.00 0.05  0.00
50 H -2.30 -2.42 1.87  0.03
51 O -4.12 -1.79 0.42  -0.04
52 H 0.19 -2.94 -0.27  0.07
53 O -0.23 -0.05 3.33  -0.08
54 H 2.59 2.92 -1.17  0.06
55 H 2.62 2.42 0.33  0.02
56 C 0.29 1.56 0.94  -0.36
57 H -2.03 0.82 -1.56  0.02

Calculated values
E_LUMO ... 0.04 eV
Energy above the lowest of the compared OMol25 structures with the same formula, charge and spin ... 85.50 kcal per mole
2S+1 ... 1

---

Formula: C6H39NO13
Source: OMol25
Level of theory: wB97M-V/def2-TZVPD

Each line ends with the Löwdin charge.
Cartesian coordinates (Å):
1 O 3.03 0.12 -2.23  -0.08
2 O 0.35 0.89 -3.06  -0.09
3 H 1.42 -2.41 3.59  0.04
4 H 2.20 -3.07 -0.72  0.02
5 H -2.00 0.67 -3.91  0.13
6 O 4.42 -0.95 0.06  -0.09
7 H -2.56 -1.71 -1.91  0.08
8 C -2.64 0.35 2.43  -0.10
9 O 0.47 -2.43 3.68  -0.05
10 H 0.73 -1.38 1.40  0.01
11 H -0.05 3.79 -0.71  0.03
12 H 2.09 0.15 -2.50  0.03
13 H 0.68 -3.00 1.28  0.00
14 O 3.39 2.60 -1.61  -0.10
15 H 0.86 1.31 2.87  0.02
16 H -3.58 -1.16 -3.11  0.09
17 H 3.35 -3.69 -0.15  0.08
18 H -3.13 -0.32 3.17  0.07
19 H 3.82 -1.61 -0.40  0.00
20 O 3.14 -3.14 -0.93  -0.05
21 H -1.66 0.00 2.16  0.03
22 H 4.12 -0.19 -0.42  -0.02
23 H 0.78 -0.12 3.34  0.04
24 C -3.61 0.38 1.20  -0.26
25 O 1.19 -2.20 1.25  -0.05
26 H -0.13 1.81 1.05  0.03
27 H -4.54 0.09 -1.30  0.10
28 H 2.53 1.67 1.34  0.07
29 H 0.46 1.76 -2.62  0.07
30 H 2.88 0.35 1.09  0.06
31 C -0.69 0.27 -2.33  -0.29
32 H 3.67 2.06 -2.37  0.03
33 H -1.88 -3.94 1.57  0.04
34 H -1.93 0.36 0.18  0.04
35 H -0.54 2.33 -0.82  -0.02
36 H -4.30 1.26 1.12  0.12
37 C -1.79 -0.26 -3.32  -0.13
38 H -2.45 1.32 2.87  0.06
39 H -1.06 1.08 -1.75  0.05
40 N -2.84 -0.08 0.02  -0.08
41 H -3.18 1.19 -1.78  0.12
42 H -1.35 -1.15 -3.82  0.12
43 O -0.42 3.16 -1.31  -0.04
44 O -1.12 -3.99 1.00  -0.04
45 C -3.48 0.22 -1.28  -0.20
46 C -2.92 -0.79 -2.33  -0.19
47 H 0.09 -3.22 3.29  0.02
48 H -1.40 -3.54 0.18  0.06
49 H 0.41 3.96 1.74  0.04
50 H 3.26 -0.62 -2.84  0.09
51 H -4.21 -0.56 1.49  0.11
52 H 1.82 3.89 2.35  0.06
53 O 1.33 0.46 2.81  -0.04
54 H 0.77 0.96 0.23  0.04
55 H 3.31 1.98 -0.87  -0.02
56 O -0.19 1.12 0.39  -0.09
57 H -0.29 -0.58 -1.75  0.13
58 O 2.43 1.05 0.59  -0.07
59 O 0.95 3.50 2.38  -0.01

Calculated values
E_LUMO ... -0.22 eV
Energy above the lowest of the compared OMol25 structures with the same formula, charge and spin ... 117.86 kcal per mole
2S+1 ... 1